(1)
Entry from the Open Molecules 2025 dataset: a 7-piece molecular cluster, C14H42O14 overall at a distorted geometry (the ωB97M-V functional and the def2-TZVPD basis).

Atoms and positions in Å:
C  1.31716  0.06511  -6.36454
C  2.02831  -0.60400  -5.22222
O  1.62436  -1.95815  -5.10593
O  -0.08268  0.15144  -6.10588
H  1.49862  -0.60073  -7.22024
H  1.68928  1.05296  -6.62270
H  1.90724  -0.02933  -4.29660
H  3.10345  -0.63734  -5.42197
H  0.75997  -2.00165  -4.68700
H  -0.50684  -0.69175  -6.27850
C  -2.02810  1.48846  -0.05803
C  -1.47335  2.08134  1.22213
O  -0.23124  2.73683  0.96014
O  -2.39870  2.50490  -0.99652
H  -2.94286  0.94667  0.20053
H  -1.31455  0.80244  -0.52950
H  -1.30125  1.28309  1.94670
H  -2.19223  2.84354  1.54266
H  0.30602  2.60572  1.76371
H  -1.75850  3.21825  -0.90446
C  -0.52134  3.36739  -3.44803
C  0.08954  3.50894  -4.82927
O  -0.71199  2.94373  -5.84964
O  -0.58069  1.98930  -3.08988
H  -1.53104  3.78431  -3.42439
H  0.14179  3.90772  -2.75985
H  1.07652  3.02856  -4.78975
H  0.25264  4.56324  -5.07688
H  -0.42069  2.02750  -5.94557
H  -0.06600  1.86561  -2.27960
C  -3.49067  -2.69910  2.83745
C  -2.31833  -1.90529  3.32717
O  -1.25248  -1.86417  2.39530
O  -3.30257  -4.11535  2.92717
H  -3.76697  -2.40130  1.81896
H  -4.38708  -2.51816  3.43542
H  -1.94656  -2.34572  4.26090
H  -2.66789  -0.90185  3.57560
H  -0.95819  -2.74987  2.12583
H  -2.69613  -4.39315  2.23548
C  1.74099  -3.44785  3.00324
C  1.50099  -4.16396  1.70265
O  0.13195  -3.96073  1.25021
O  2.16942  -2.12987  2.83464
H  2.41675  -4.00164  3.66867
H  0.84919  -3.52583  3.65670
H  1.77446  -5.22169  1.69026
H  2.12870  -3.72648  0.92339
H  -0.33489  -4.79914  1.30438
H  1.44758  -1.57626  2.50215
C  1.31117  1.76639  4.30082
C  -0.12029  1.51449  4.66743
O  -0.88526  2.68021  4.43684
O  1.51212  1.83097  2.88335
H  1.87881  0.90907  4.68517
H  1.70673  2.69536  4.69878
H  -0.16906  1.22583  5.73013
H  -0.52225  0.63635  4.14382
H  -1.79222  2.45206  4.22045
H  1.53718  0.91771  2.56221
C  1.21611  -0.78069  0.09794
C  1.91425  0.39218  -0.53616
O  1.00927  1.40134  -0.87334
O  0.77430  -0.39021  1.39781
H  1.87375  -1.66181  0.16457
H  0.40026  -1.14531  -0.53828
H  2.32024  0.03255  -1.48646
H  2.73569  0.70492  0.11634
H  0.61329  1.81664  -0.07951
H  -0.08523  -0.79472  1.60362

Calculated values
SMILES = OCCO.OCCO.OCCO.OCCO.OCCO.OCCO.OCCO
Relative energy (zero: lowest compared OMol25 entry of this formula, charge and spin) = 1.3 kcal/mol
Kohn-Sham gap = 8.7 eV
E_HOMO = -8.8 eV
Charge = 0
Energy = -43861.0400 eV


(2)
Entry from the Open Molecules 2025 dataset: a 7-piece molecular cluster, C14H42O7 overall at a distorted geometry (the ωB97M-V functional and the def2-TZVPD basis).

Atoms and positions in Å:
C  -2.04997  3.35331  -1.25209
C  -1.60925  2.27393  -2.25867
O  -1.99403  1.01478  -1.77153
H  -3.13756  3.27758  -1.21966
H  -1.82902  4.38223  -1.53155
H  -1.71351  3.01862  -0.26965
H  -0.54475  2.31967  -2.51040
H  -2.09369  2.54461  -3.20400
H  -1.20233  0.60484  -1.39565
C  1.87963  4.60584  4.16498
C  1.09898  3.79307  3.12141
O  1.86069  2.79092  2.48244
H  2.76013  4.92594  3.59855
H  2.13191  4.03506  5.05717
H  1.42590  5.55645  4.44355
H  0.78279  4.55934  2.41538
H  0.22881  3.31180  3.57534
H  2.11044  2.10732  3.11153
C  4.93466  0.85745  -0.08019
C  4.00678  1.95989  -0.46415
O  2.64138  1.67783  -0.15401
H  4.99346  0.73555  1.00342
H  5.94904  1.11746  -0.39199
H  4.61102  -0.05147  -0.58729
H  4.07588  2.09674  -1.54615
H  4.25711  2.90388  0.02905
H  2.46185  2.04291  0.72300
C  0.13426  -2.80438  -3.22342
C  1.30153  -3.55422  -3.83833
O  0.86733  -4.90174  -3.97147
H  -0.20551  -3.29255  -2.30989
H  -0.70986  -2.67661  -3.91203
H  0.25243  -1.73307  -3.01450
H  2.18455  -3.26346  -3.27494
H  1.36250  -3.12451  -4.84557
H  0.06286  -4.94958  -4.48781
C  -5.27501  0.79617  1.15706
C  -4.62048  1.80766  0.25732
O  -4.87618  1.49265  -1.11551
H  -4.80183  0.87133  2.14168
H  -5.10673  -0.22253  0.80760
H  -6.34775  0.94916  1.27343
H  -3.53558  1.76926  0.38067
H  -4.94755  2.83118  0.44850
H  -4.13107  0.95938  -1.42094
C  -0.44463  0.01508  1.28043
C  -0.04396  -0.98213  0.20160
O  0.54575  -0.16008  -0.80405
H  0.37551  0.32769  1.93450
H  -1.14539  -0.37497  2.02823
H  -0.87370  0.90745  0.82984
H  -0.96652  -1.43871  -0.15792
H  0.64856  -1.74198  0.56538
H  1.33848  0.31607  -0.51188
C  0.09173  -4.63889  0.48792
C  0.68104  -5.79291  1.27285
O  -0.30450  -6.73390  1.67445
H  0.87977  -4.21519  -0.13483
H  -0.37181  -3.85550  1.08837
H  -0.71494  -5.00432  -0.15006
H  1.28671  -5.43242  2.11027
H  1.36018  -6.33963  0.61034
H  0.01347  -7.62537  1.53390

Calculated values
SMILES = CCO.CCO.CCO.CCO.CCO.CCO.CCO
Relative energy (zero: lowest compared OMol25 entry of this formula, charge and spin) = 54.7 kcal/mol
Kohn-Sham gap = 10.1 eV
E_HOMO = -9.7 eV
Charge = 0
Energy = -29529.1016 eV


(3)
Entry from the Open Molecules 2025 dataset: a 7-piece molecular cluster, C14H42O7S7 overall at a distorted geometry (the ωB97M-V functional and the def2-TZVPD basis).

Atoms and positions in Å:
C  -26.25527  -23.76182  11.33023
S  -26.29595  -25.55403  11.96289
O  -27.31827  -25.29273  13.04959
C  -27.44238  -26.14507  10.60181
H  -27.27761  -23.41326  11.18385
H  -25.68766  -23.72050  10.40060
H  -25.63716  -23.13311  11.97114
H  -28.33304  -25.52069  10.53119
H  -27.76456  -27.16473  10.81296
H  -27.00788  -25.99044  9.61419
C  -20.56591  -17.72007  6.47135
S  -20.94129  -18.30650  8.20684
O  -21.28342  -19.78193  8.12976
C  -19.19317  -18.25392  8.87723
H  -21.50342  -17.64713  5.92012
H  -20.17954  -18.59132  5.94246
H  -20.08563  -16.74622  6.37624
H  -18.78766  -17.27548  8.61974
H  -18.52346  -19.03974  8.52782
H  -19.24212  -18.43287  9.95134
C  -20.04988  -26.90713  7.16200
S  -21.31394  -27.25091  5.90747
O  -22.24070  -28.36725  6.53887
C  -22.20131  -25.58523  5.85078
H  -19.73937  -27.91731  7.42884
H  -20.51785  -26.32927  7.95899
H  -19.24469  -26.33793  6.69748
H  -23.00824  -25.71454  5.12948
H  -21.49471  -24.80584  5.56554
H  -22.55693  -25.21857  6.81369
C  -21.26088  -12.70805  -0.28556
S  -21.48650  -12.09132  1.46505
O  -20.23469  -12.61041  2.23531
C  -20.98145  -10.32446  1.00165
H  -20.48156  -12.10320  -0.74916
H  -22.13969  -12.56081  -0.91337
H  -20.78796  -13.68936  -0.32381
H  -19.90199  -10.24692  0.87185
H  -21.27849  -9.64749  1.80264
H  -21.63113  -9.85853  0.26075
C  -20.24903  -23.15783  14.07916
S  -19.21463  -24.70900  14.08275
O  -18.04614  -24.51627  15.07161
C  -20.38203  -25.81571  15.00035
H  -21.19581  -23.42351  14.54942
H  -20.51385  -22.63909  13.15782
H  -19.84727  -22.35443  14.69659
H  -21.31804  -25.83672  14.44218
H  -20.48455  -25.42935  16.01441
H  -20.00045  -26.83647  14.97695
C  -15.43805  -14.10945  5.13878
S  -13.93695  -13.68742  4.20277
O  -13.00577  -14.82853  4.62126
C  -14.54787  -13.72125  2.42172
H  -15.85480  -14.94251  4.57271
H  -15.91959  -13.14194  4.99685
H  -15.06772  -14.27219  6.15094
H  -15.49618  -13.20962  2.25730
H  -14.72879  -14.79390  2.35248
H  -13.83946  -13.44969  1.63909
C  -24.60803  -19.26229  16.25382
S  -24.36347  -17.56387  15.36994
O  -23.15518  -17.88902  14.53776
C  -26.01233  -17.74038  14.42676
H  -25.37773  -19.12371  17.01305
H  -23.64096  -19.65678  16.56569
H  -25.01747  -20.01239  15.57719
H  -25.78999  -18.48550  13.66291
H  -26.29712  -16.84070  13.88127
H  -26.92761  -17.94702  14.98143

Calculated values
Relative energy (zero: lowest compared OMol25 entry of this formula, charge and spin) = 110.7 kcal/mol
Kohn-Sham gap = 8.8 eV
E_HOMO = -8.7 eV
Charge = 0
Energy = -105368.1447 eV